4 unconnected molecules or ions with the total composition C30H36N2O2SSi. Source: OMol25; level of theory: ωB97M-V with the def2-TZVPD basis set.

The geometry in XYZ format:
```
72
Properties=species:S:1:pos:R:3:forces:R:3:lowdin_charge:R:1
H -4.50433 -1.10948 -5.14552 0.003 0.004 0.000 0.101
N -2.09701 2.75015 3.13043 -0.280 -0.137 0.116 -0.049
H -0.33954 -6.00843 4.58300 0.001 -0.001 0.005 0.100
C 0.87426 -5.08698 1.56079 0.000 0.015 -0.013 -0.104
H -0.07490 5.79472 0.09022 -0.011 0.010 -0.015 0.108
H 1.44714 -4.29748 1.09183 0.009 -0.003 -0.002 0.093
H -5.18355 -5.13015 -2.35338 -0.003 0.001 0.007 0.100
H -2.97056 -4.03402 -2.42339 0.007 -0.004 -0.007 0.098
H -2.92739 -0.38430 -1.88308 -0.147 -0.058 0.040 0.072
H -2.47913 0.77176 2.56619 -0.018 -0.043 -0.011 0.075
O 0.03413 -0.52780 -1.68896 -0.104 -0.145 -0.193 0.096
H 1.93177 2.98700 -2.45092 -0.043 -0.027 0.000 0.124
H 2.01622 7.10226 0.28737 -0.082 -0.018 0.038 0.103
H -0.68260 -7.99702 0.80985 0.004 -0.007 -0.001 0.100
C -0.32067 -7.16654 1.40216 -0.004 0.001 -0.001 -0.098
C -3.60216 -2.50291 -3.78745 0.059 0.012 0.010 -0.108
H -1.15565 -7.90911 3.23288 -0.007 0.000 0.001 0.100
C -0.44683 3.50575 -1.42081 -0.165 0.015 -0.195 -0.416
H -2.63154 -2.02326 -3.81790 0.008 -0.009 -0.020 0.100
C -0.58832 -7.11601 2.76321 -0.001 0.003 0.000 -0.098
C -5.03572 -4.24783 -2.96267 -0.001 0.005 0.007 -0.097
C -0.37352 -1.75537 0.31082 0.035 0.467 -0.036 -0.025
H 4.06180 6.34780 -0.86988 -0.013 0.051 0.060 0.103
H -6.72026 -2.20137 -5.06852 -0.004 0.000 -0.003 0.099
H -3.32389 1.21350 -1.28227 0.055 0.109 0.066 0.083
H -7.06005 -4.20870 -3.66970 -0.002 -0.005 -0.005 0.099
C -3.79212 -3.63260 -3.00333 -0.009 0.006 0.010 -0.097
C -0.12832 -6.04879 3.52223 -0.006 0.000 -0.002 -0.098
H 7.80753 3.04409 2.04497 0.006 -0.003 -0.003 0.099
H -1.90613 0.96095 -2.35347 -0.071 0.247 0.069 0.073
H 0.72478 2.09724 2.43094 -0.201 0.146 -0.013 -0.174
C 5.86143 3.17495 1.15131 -0.004 0.005 -0.001 -0.093
C 3.13166 4.61564 -1.71974 -0.209 -0.012 0.050 -0.085
C 0.41153 -6.15223 0.80068 -0.008 0.003 -0.002 -0.096
H 5.02373 -0.00490 3.17185 -0.001 0.001 0.005 0.100
H -1.24975 4.04276 0.48792 0.002 -0.068 0.062 0.067
O -0.67618 3.05857 -2.52326 0.057 -0.104 -0.002 0.091
H 7.27128 1.00880 3.33826 0.004 -0.002 0.000 0.099
C 1.99310 6.19104 -0.29572 0.140 -0.013 -0.122 -0.074
S 0.72304 1.26857 1.38124 0.193 -0.103 -0.294 0.605
C -0.59966 -0.63356 -0.67130 -0.112 -0.048 0.174 -0.591
C 5.25808 0.88830 2.60663 -0.006 0.001 -0.013 -0.093
H -3.43887 1.97520 1.74739 -0.038 -0.083 -0.072 0.081
C 4.29696 1.46488 1.78705 -0.005 -0.005 0.044 -0.104
N -1.67372 0.25513 -0.34039 0.349 0.296 -0.373 -0.157
H -0.80885 -1.50437 1.27357 0.071 -0.130 0.096 0.070
C 0.60224 -5.03342 2.92073 -0.006 0.004 0.001 -0.096
C -6.08927 -3.73126 -3.70401 -0.003 -0.002 -0.002 -0.099
H 0.69596 -1.93298 0.38411 -0.009 -0.196 0.064 0.078
H 0.95959 -4.19990 3.51187 0.009 0.000 0.003 0.100
C -4.65449 -1.98867 -4.53225 -0.012 0.002 0.012 -0.095
H 6.09593 4.06653 0.58270 0.001 0.001 0.005 0.097
C 3.14788 5.77421 -0.94794 -0.097 -0.184 -0.111 -0.084
C -2.42642 1.75668 2.09778 0.156 0.239 0.059 -0.350
C 4.59800 2.60736 1.06080 -0.014 0.045 -0.010 -0.084
C 6.52125 1.45667 2.69906 -0.003 0.012 -0.011 -0.099
C -5.89864 -2.60258 -4.48928 0.000 0.003 0.004 -0.098
C -2.49744 0.55399 -1.53596 0.116 -0.358 -0.228 -0.082
C 1.96065 3.87953 -1.84089 0.042 0.236 -0.022 -0.017
H -1.19369 2.59773 3.55293 0.075 0.069 -0.048 0.037
C 6.82289 2.60041 1.97136 -0.001 -0.009 0.006 -0.099
H 3.84343 3.05515 0.42677 -0.011 0.002 -0.006 0.081
H 0.62205 -6.19172 -0.26042 0.007 -0.002 -0.002 0.101
H 3.30524 1.03812 1.70876 0.139 -0.071 0.022 0.022
Si -1.25189 1.65051 0.62956 -0.648 -0.317 0.584 0.311
C -1.40663 3.28347 -0.28502 0.241 0.526 0.008 -0.167
H -0.87846 -2.63684 -0.08707 0.045 -0.067 0.031 0.090
H -2.17759 3.70127 2.80425 0.134 0.040 -0.030 0.053
H -2.41975 3.42444 -0.66578 -0.063 -0.246 0.010 0.101
H 4.02203 4.28403 -2.23853 0.034 0.029 0.053 0.109
C 0.79866 4.29732 -1.19173 0.280 0.031 0.118 -0.163
C 0.82121 5.45411 -0.41299 0.137 -0.156 0.030 -0.030
```
Positions in Å, forces in eV/Å.

Results
Gap between HOMO and LUMO: 9.214 eV
Lowest unoccupied orbital energy: 0.4 eV
Structure (SMILES): CC(=O)N(C)[Si@](S)(CN)CC(=O)c1ccccc1.c1ccccc1.c1ccccc1.c1ccccc1
E: -2112.4901 a.u.
HOMO level: -8.85 eV